Below is 3 unconnected molecules or ions with the total composition C18H41FNO6, with properties calculated with ωB97M-V/def2-TZVPD.

Results
**LUMO energy**: -3.22 eV
**DFT total energy**: -35814.2250 eV
**Net charge**: +1
**Frontier orbital gap**: 7.22 eV
**Multiplicity**: 1

Structure (XYZ):
```
67
Properties=species:S:1:pos:R:3:nbo_charge:R:1
C 0.8713 -5.5231 -3.5292 -0.657
C -0.2404 -4.5768 -3.1533 0.187
F -0.5385 -3.7666 -4.2806 -0.378
C -1.5463 -5.2513 -2.7559 -0.072
C -2.6828 -4.3397 -2.2893 -0.423
C -3.5322 -4.0759 -3.5277 -0.428
C -3.5319 -5.4254 -4.2241 -0.215
N -2.1153 -5.9286 -4.0017 -0.514
H 0.9978 -6.2897 -2.7646 0.234
H 0.6754 -6.0228 -4.4806 0.212
H 1.8082 -4.9820 -3.6271 0.259
H 0.0720 -3.9196 -2.3385 0.211
H -1.3392 -6.0104 -2.0044 0.241
H -3.2908 -4.9001 -1.5774 0.228
H -2.3222 -3.4588 -1.7672 0.258
H -3.1063 -3.3160 -4.1807 0.239
H -4.5414 -3.7770 -3.2565 0.256
H -3.7070 -5.3782 -5.2952 0.240
H -4.2236 -6.1401 -3.7868 0.228
H -1.5515 -5.6340 -4.8016 0.446
H -2.0645 -6.9428 -3.9417 0.443
C -1.0419 -0.8262 -3.2100 -0.237
O -0.8495 0.3612 -2.4966 -0.535
C -0.7025 0.1371 -1.1069 -0.090
C -0.1049 1.3398 -0.4139 -0.097
O 1.2930 1.4640 -0.5904 -0.543
C 1.7499 2.0171 -1.8166 -0.089
C 1.5768 3.5152 -1.9135 -0.094
O 0.2372 3.8386 -2.2245 -0.547
C -0.0438 5.2063 -2.0213 -0.248
H -1.9525 -1.3468 -2.8815 0.140
H -1.1509 -0.5690 -4.2622 0.203
H -0.1807 -1.5004 -3.0985 0.154
H -0.0485 -0.7307 -0.9341 0.159
H -1.6851 -0.0756 -0.6599 0.167
H -0.2484 1.1951 0.6598 0.192
H -0.6321 2.2483 -0.7132 0.209
H 1.2773 1.5307 -2.6736 0.190
H 2.8196 1.8028 -1.8392 0.191
H 2.2485 3.8998 -2.6939 0.172
H 1.8684 3.9732 -0.9590 0.174
H 0.1098 5.4922 -0.9746 0.168
H -1.0860 5.3672 -2.2872 0.196
H 0.5865 5.8436 -2.6518 0.169
C 1.6439 3.6265 8.1851 -0.247
O 1.5027 2.9157 6.9768 -0.545
C 0.1578 2.5864 6.6971 -0.091
C -0.0027 2.1845 5.2488 -0.092
O -0.0218 3.2788 4.3477 -0.541
C 1.2371 3.8198 3.9794 -0.095
C 1.9369 3.0411 2.8903 -0.091
O 2.5535 1.8792 3.4121 -0.545
C 2.8914 0.9703 2.3917 -0.242
H 1.2886 3.0411 9.0415 0.165
H 2.7030 3.8361 8.3173 0.195
H 1.0901 4.5719 8.1580 0.166
H -0.4959 3.4428 6.9076 0.172
H -0.1632 1.7483 7.3329 0.166
H -0.9825 1.7127 5.1472 0.183
H 0.7680 1.4588 4.9763 0.196
H 1.8927 3.9270 4.8464 0.202
H 1.0158 4.8129 3.5833 0.187
H 2.6951 3.6854 2.4214 0.167
H 1.2063 2.7649 2.1178 0.169
H 1.9988 0.6414 1.8476 0.164
H 3.3735 0.1119 2.8558 0.188
H 3.5797 1.4176 1.6644 0.166
```